# 1
{
  "formula": "C24H72O17",
  "method": "wB97M-V/def2-TZVPD",
  "symbols": ["O", "C", "C", "O", "H", "H", "H", "H", "H", "H", "O", "C", "C", "O", "H", "H", "H", "H", "H", "H", "O", "C", "C", "O", "H", "H", "H", "H", "H", "H", "O", "C", "C", "O", "H", "H", "H", "H", "H", "H", "O", "C", "C", "O", "H", "H", "H", "H", "H", "H", "C", "C", "O", "H", "H", "H", "H", "H", "H", "C", "C", "O", "H", "H", "H", "H", "H", "H", "C", "C", "O", "H", "H", "H", "H", "H", "H", "C", "C", "O", "H", "H", "H", "H", "H", "H", "C", "C", "O", "H", "H", "H", "H", "H", "H", "C", "C", "O", "H", "H", "H", "H", "H", "H", "C", "C", "O", "H", "H", "H", "H", "H", "H"],
  "xyz": [[-0.793, -3.167, -1.740], [0.193, -4.016, -1.319], [-0.324, -4.668, 0.039], [-1.538, -5.344, -0.203], [-0.650, -2.318, -1.305], [0.308, -4.894, -2.039], [1.103, -3.502, -1.135], [-0.373, -3.862, 0.743], [0.389, -5.403, 0.462], [-2.154, -4.715, -0.591], [3.770, -0.823, 1.963], [4.062, -2.213, 1.897], [3.290, -2.898, 0.745], [3.621, -2.457, -0.568], [4.007, -0.494, 1.100], [5.122, -2.453, 1.691], [3.747, -2.666, 2.837], [2.220, -2.846, 0.973], [3.490, -3.962, 0.777], [3.321, -1.543, -0.614], [-2.519, 3.669, -0.759], [-2.135, 4.652, -1.774], [-0.768, 4.345, -2.346], [0.272, 4.523, -1.384], [-2.575, 2.812, -1.150], [-2.831, 4.710, -2.605], [-2.308, 5.594, -1.275], [-0.553, 5.016, -3.182], [-0.789, 3.279, -2.637], [-0.125, 4.756, -0.498], [-0.450, -0.899, -0.154], [0.722, -0.072, -0.094], [0.439, 1.392, -0.516], [1.491, 2.285, -0.245], [-1.196, -0.399, 0.219], [1.139, -0.135, 0.928], [1.435, -0.525, -0.758], [-0.535, 1.630, -0.039], [0.213, 1.327, -1.576], [1.225, 3.131, -0.699], [-0.111, -1.623, -5.737], [0.647, -2.539, -4.956], [1.862, -1.822, -4.459], [1.459, -0.629, -3.782], [-1.066, -1.724, -5.523], [0.058, -2.973, -4.112], [0.971, -3.378, -5.583], [2.483, -1.523, -5.321], [2.446, -2.451, -3.743], [0.966, -0.124, -4.422], [5.508, 0.579, -1.861], [3.999, 0.621, -1.738], [3.642, 0.404, -0.390], [5.927, 1.312, -1.169], [5.844, 0.871, -2.793], [5.930, -0.365, -1.516], [3.522, -0.126, -2.373], [3.623, 1.593, -2.101], [3.427, 1.249, 0.051], [-3.981, 1.211, 1.318], [-4.518, -0.197, 1.036], [-4.107, -0.684, -0.276], [-2.886, 1.190, 1.277], [-4.346, 1.478, 2.320], [-4.421, 1.934, 0.636], [-5.612, -0.216, 1.096], [-4.102, -0.910, 1.761], [-3.286, -1.198, -0.146], [-5.027, -4.714, 2.374], [-4.080, -5.777, 2.766], [-4.112, -6.911, 1.912], [-6.038, -5.069, 2.383], [-4.905, -4.406, 1.347], [-4.928, -3.781, 2.951], [-4.182, -6.136, 3.788], [-3.074, -5.396, 2.742], [-3.509, -6.708, 1.194], [3.618, 3.751, 2.861], [3.121, 2.290, 2.851], [4.305, 1.573, 2.480], [4.499, 3.752, 3.425], [3.008, 4.509, 3.373], [3.849, 4.031, 1.812], [2.327, 2.192, 2.108], [2.763, 1.905, 3.839], [4.175, 0.637, 2.723], [0.776, -0.632, 3.838], [-0.327, -1.287, 3.134], [-1.283, -0.308, 2.551], [1.484, -0.084, 3.238], [1.306, -1.434, 4.341], [0.381, -0.006, 4.660], [-0.978, -1.911, 3.755], [0.096, -1.834, 2.248], [-1.448, 0.474, 3.100], [-3.407, 0.687, -4.297], [-2.412, 0.814, -3.149], [-2.984, 1.213, -1.892], [-4.276, 0.055, -4.058], [-3.002, 0.131, -5.113], [-3.663, 1.735, -4.617], [-1.740, 1.646, -3.339], [-1.769, -0.067, -3.035], [-3.427, 0.404, -1.564], [0.458, 5.964, 2.934], [-0.612, 4.973, 2.580], [-0.817, 5.003, 1.150], [0.213, 6.948, 2.576], [1.370, 5.634, 2.472], [0.610, 5.834, 3.970], [-1.471, 5.262, 3.191], [-0.350, 3.965, 2.884], [-1.382, 4.270, 0.849]],
  "lowdin_charge": [-0.080, -0.249, -0.231, -0.068, 0.045, 0.144, 0.085, 0.083, 0.125, 0.079, -0.097, -0.189, -0.237, -0.055, 0.040, 0.129, 0.119, 0.099, 0.116, 0.029, -0.089, -0.188, -0.203, -0.096, 0.006, 0.115, 0.120, 0.125, 0.098, 0.069, -0.097, -0.182, -0.215, -0.070, 0.065, 0.108, 0.095, 0.117, 0.111, 0.077, -0.077, -0.253, -0.233, -0.084, 0.102, 0.115, 0.118, 0.124, 0.134, 0.065, -0.061, -0.278, -0.143, 0.083, 0.046, 0.082, 0.096, 0.129, 0.095, -0.077, -0.255, -0.108, 0.052, 0.084, 0.075, 0.115, 0.105, 0.089, -0.095, -0.342, -0.068, 0.069, 0.065, 0.080, 0.113, 0.097, 0.064, -0.071, -0.300, -0.110, 0.046, 0.056, 0.092, 0.080, 0.117, 0.042, -0.096, -0.266, -0.127, 0.046, 0.085, 0.094, 0.117, 0.104, 0.083, -0.063, -0.290, -0.116, 0.084, 0.047, 0.097, 0.085, 0.110, 0.056, -0.078, -0.280, -0.098, 0.082, 0.051, 0.067, 0.110, 0.107, 0.062],
  "homo_lumo_gap_ev": 10.0,
  "e_tot_ha": -2236.5345,
  "smiles": "OCCO.OCCO.OCCO.OCCO.OCCO.CCO.CCO.CCO.CCO.CCO.CCO.CCO",
  "molar_mass_g_mol": 632.8,
  "homo_ev": -9.656
}

---

# 2
{
  "formula": "C41H30N9O4RbS3",
  "method": "wB97M-V/def2-TZVPD",
  "symbols": ["Rb", "N", "C", "C", "C", "C", "C", "C", "C", "C", "C", "C", "C", "C", "N", "C", "C", "C", "C", "N", "H", "H", "H", "H", "H", "H", "H", "H", "H", "H", "O", "C", "O", "C", "C", "C", "C", "C", "N", "H", "H", "H", "H", "S", "C", "C", "C", "N", "C", "C", "C", "C", "C", "N", "C", "C", "H", "H", "H", "H", "H", "H", "H", "H", "N", "C", "C", "C", "C", "C", "C", "S", "O", "O", "N", "C", "S", "C", "C", "N", "H", "H", "H", "H", "H", "H", "H", "H"],
  "xyz": [[0.278, -1.481, 0.842], [-4.165, 9.238, 1.408], [-3.613, 8.171, 1.477], [-2.972, 6.894, 1.413], [-3.376, 5.855, 2.239], [-2.816, 4.600, 2.062], [-1.866, 4.341, 1.079], [-1.438, 5.423, 0.265], [-1.960, 6.711, 0.480], [-1.333, 2.943, 0.943], [-0.710, 2.318, 2.084], [-0.376, 3.058, 3.280], [0.232, 2.105, 4.147], [0.269, 0.911, 3.385], [-0.344, 0.962, 2.203], [-1.338, 2.260, -0.367], [-2.262, 2.658, -1.429], [-2.033, 1.853, -2.505], [-0.868, 1.046, -2.136], [-0.506, 1.291, -0.873], [-4.170, 6.045, 2.992], [-3.139, 3.796, 2.715], [-0.746, 5.253, -0.593], [-1.596, 7.582, -0.046], [-0.462, 4.128, 3.327], [0.687, 2.262, 5.125], [0.622, -0.040, 3.718], [-3.041, 3.430, -1.253], [-2.524, 1.856, -3.463], [-0.255, 0.362, -2.701], [3.229, -4.000, 3.823], [2.330, -3.233, 3.349], [2.411, -2.227, 2.551], [1.000, -3.545, 3.919], [0.948, -4.355, 5.094], [-0.268, -4.617, 5.701], [-1.429, -4.142, 5.090], [-1.309, -3.516, 3.837], [-0.132, -3.197, 3.303], [1.846, -4.752, 5.576], [-0.328, -5.172, 6.613], [-2.393, -4.190, 5.571], [-2.149, -3.217, 3.176], [5.776, -1.446, -3.539], [4.883, -0.786, -2.164], [3.921, 0.245, -2.381], [3.074, 0.518, -1.295], [3.179, -0.097, -0.122], [4.054, -1.108, 0.054], [4.931, -1.479, -0.942], [7.199, -0.502, -3.002], [8.008, -0.978, -1.985], [8.907, -0.084, -1.470], [9.083, 1.181, -1.945], [8.345, 1.579, -2.927], [7.337, 0.776, -3.505], [3.892, 0.736, -3.338], [2.322, 1.317, -1.293], [4.002, -1.581, 1.015], [5.627, -2.340, -0.826], [7.943, -2.008, -1.606], [9.639, -0.339, -0.723], [8.634, 2.545, -3.345], [6.588, 1.221, -4.174], [-6.787, 0.109, -3.706], [-6.085, -0.627, -2.793], [-4.976, -0.084, -2.117], [-4.151, -0.868, -1.271], [-4.451, -2.216, -1.105], [-5.574, -2.752, -1.747], [-6.399, -2.008, -2.561], [-3.355, -3.113, -0.082], [-3.562, -4.520, -0.248], [-3.376, -2.470, 1.198], [-1.854, -2.578, -0.571], [-1.113, -3.153, -1.470], [-0.926, -4.957, -1.586], [0.380, -4.674, -2.627], [0.473, -3.339, -2.955], [-0.319, -2.455, -2.329], [-6.733, 1.130, -3.610], [-7.685, -0.297, -4.030], [-4.768, 0.985, -2.241], [-3.310, -0.380, -0.785], [-5.814, -3.811, -1.598], [-7.229, -2.465, -3.122], [1.061, -5.454, -2.886], [1.274, -3.041, -3.670]],
  "lowdin_charge": [0.810, 0.112, -0.179, -0.277, -0.030, -0.027, -0.175, 0.012, -0.032, -0.017, -0.278, -0.056, -0.087, -0.205, -0.005, -0.270, -0.107, -0.130, -0.163, 0.039, 0.127, 0.127, 0.135, 0.110, 0.082, 0.074, 0.082, 0.100, 0.071, 0.076, -0.070, -0.630, -0.178, -0.201, -0.013, -0.097, -0.077, -0.123, 0.067, 0.107, 0.084, 0.084, 0.099, 0.963, -0.534, -0.053, -0.131, 0.069, -0.108, -0.080, -0.532, -0.094, -0.125, 0.043, -0.175, -0.078, 0.089, 0.105, 0.086, 0.112, 0.116, 0.098, 0.103, 0.108, 0.066, -0.347, -0.017, -0.027, -0.291, -0.078, -0.051, 0.571, -0.349, -0.330, -0.252, -0.750, 0.976, -0.510, -0.328, 0.024, 0.098, 0.099, 0.094, 0.114, 0.112, 0.100, 0.028, 0.099],
  "homo_lumo_gap_ev": 5.7,
  "charge": -2,
  "e_tot_ha": -3592.8393,
  "molar_mass_g_mol": 894.4,
  "homo_ev": -2.275
}

---

# 3
{
  "formula": "C6H13N2",
  "method": "wB97M-V/def2-TZVPD",
  "symbols": ["C", "N", "C", "C", "C", "C", "C", "N", "H", "H", "H", "H", "H", "H", "H", "H", "H", "H", "H", "H", "H"],
  "xyz": [[0.312, 1.885, 2.454], [-0.441, 1.156, 1.761], [0.052, -0.103, 1.304], [-0.169, -1.299, 1.784], [0.839, 0.077, -0.002], [-0.196, 0.203, -1.093], [0.482, 0.209, -2.476], [-1.219, -0.954, -0.968], [-0.056, 2.842, 2.891], [1.396, 1.622, 2.738], [-0.579, -1.749, 2.630], [0.131, -2.259, 1.231], [1.549, -0.805, -0.158], [1.434, 0.938, 0.145], [-0.907, 1.058, -0.983], [1.402, -0.444, -2.542], [-0.215, -0.357, -3.177], [0.653, 1.348, -2.685], [-0.788, -1.827, -1.249], [-1.637, -0.926, -0.075], [-2.042, -0.616, -1.531]],
  "lowdin_charge": [-0.011, 0.033, -0.407, 0.050, -0.114, -0.344, -0.042, 0.217, 0.094, 0.122, 0.051, 0.103, 0.158, 0.113, 0.163, 0.101, 0.096, 0.138, 0.170, 0.112, 0.196],
  "homo_lumo_gap_ev": 9.8,
  "charge": 1,
  "e_tot_ha": -345.5975,
  "smiles": "C=NC(=C)C[C@@H](C)[NH3+]",
  "molar_mass_g_mol": 113.2,
  "homo_ev": -13.138
}